## w
This record from the Open Molecules 2025 dataset describes the molecule C20H28N2O4. The level of theory is ωB97M-V with the def2-TZVPD basis set.

Values from the calculation:
Charge: 0
SMILES: COc1ccc(C(C)(C)NC(=O)[C@@H]2CCC(=O)N(C3CC3)C2)cc1OC
HOMO-LUMO gap, hartree: 0.2983

Cartesian coordinates (Å):
C 5.289 -2.727 0.424
H 5.581 -2.877 -0.545
O 4.472 -1.379 0.359
C 3.461 -1.380 -0.301
C 3.065 -2.329 -0.929
C 1.830 -2.393 -1.728
C 1.150 -1.312 -1.683
C 1.687 0.049 -1.098
C 2.874 -0.122 -0.394
O 3.367 0.821 0.457
C 2.731 2.034 0.211
H 1.856 2.083 0.715
H 2.798 2.597 -0.429
H 3.343 2.672 0.963
H 1.179 1.001 -1.068
C -0.193 -1.026 -2.517
N -1.176 -0.358 -1.421
C -1.401 0.872 -1.198
O -1.029 2.049 -1.828
C -2.402 0.975 -0.079
C -1.400 1.256 1.192
N -2.322 1.070 2.269
C -3.400 2.110 2.300
O -4.183 2.049 3.256
C -3.299 3.314 1.017
C -3.318 2.386 -0.125
H -2.755 3.007 -0.714
H -4.326 2.108 -0.598
H -2.431 3.612 1.331
H -4.270 3.649 1.301
C -2.227 0.387 3.362
C -1.752 -1.010 3.261
C -0.914 -0.180 3.907
H -0.623 -0.267 5.097
H 0.074 0.087 3.431
H -1.736 -1.471 2.106
H -2.302 -1.677 3.855
H -3.053 0.325 4.229
H -0.822 0.310 1.241
H -0.849 1.967 0.988
H -3.083 0.080 0.178
H -1.646 -1.296 -1.117
C 0.114 -0.008 -3.709
H 0.513 0.960 -3.265
H 0.828 -0.374 -4.503
H -1.005 0.323 -4.124
C -0.888 -2.185 -2.919
H -1.889 -1.940 -3.292
H -0.246 -2.503 -3.922
H -0.909 -2.997 -2.359
H 1.382 -3.108 -2.392
H 3.442 -3.364 -1.152
H 6.091 -2.307 1.027
H 4.725 -3.564 0.933

Atom charges from the natural (NBO) analysis, given in e for atoms 1 to 4: -0.259 0.189 -0.466 0.278

## x
This record from the Open Molecules 2025 dataset describes the molecule C20H28N2O4. The level of theory is ωB97M-V with the def2-TZVPD basis set.

Values from the calculation:
Charge: 0
SMILES: CC(C)[C@H](NC(=O)c1ccccc1)C(=O)OCC(=O)N1CCCCCC1
HOMO-LUMO gap, hartree: 0.3633

Cartesian coordinates (Å):
C 1.631 3.763 1.762
H 1.160 3.418 2.678
H 1.853 4.822 1.862
H 2.567 3.223 1.635
C 0.719 3.527 0.562
C 1.344 4.095 -0.711
H 2.357 3.721 -0.838
H 0.760 3.827 -1.589
H 1.390 5.179 -0.649
H -0.241 4.022 0.741
C 0.425 2.015 0.425
N 1.586 1.254 0.039
C 2.020 0.194 0.766
O 1.604 -0.051 1.882
C 3.077 -0.625 0.105
C 3.079 -0.870 -1.265
C 4.061 -1.670 -1.823
C 5.047 -2.224 -1.024
C 5.042 -1.994 0.342
C 4.056 -1.206 0.905
H 4.026 -1.025 1.969
H 5.804 -2.434 0.968
H 5.814 -2.843 -1.466
H 4.055 -1.863 -2.886
H 2.300 -0.467 -1.899
H 1.889 1.369 -0.916
C -0.673 1.791 -0.605
O -0.466 1.595 -1.779
O -1.871 1.839 -0.042
C -3.032 1.690 -0.859
H -2.739 1.579 -1.908
H -3.630 2.598 -0.739
C -3.909 0.523 -0.375
O -5.005 0.768 0.094
N -3.435 -0.729 -0.513
C -2.161 -1.099 -1.089
C -1.092 -1.332 -0.013
H -0.114 -1.070 -0.418
C -1.020 -2.770 0.507
C -2.373 -3.475 0.665
C -3.512 -2.580 1.156
C -4.220 -1.821 0.031
H -4.467 -2.515 -0.781
H -5.145 -1.380 0.407
H -4.266 -3.207 1.637
H -3.146 -1.874 1.902
H -2.238 -4.298 1.369
H -2.670 -3.922 -0.287
H -0.507 -2.742 1.470
H -0.403 -3.366 -0.168
H -1.289 -0.653 0.818
H -1.828 -0.323 -1.778
H -2.308 -2.011 -1.674
H 0.092 1.627 1.393

Atom charges from the natural (NBO) analysis, given in e for atoms 1 to 4: -0.609 0.215 0.212 0.212

## y
This record from the Open Molecules 2025 dataset describes a cluster of 2 separate species, C20H28N2O4 in total. The level of theory is ωB97M-V with the def2-TZVPD basis set.

Values from the calculation:
Charge: 0
SMILES: CN(C)c1ccc(C=C2C(=O)OC(C)(C)OC2=O)cc1.CN1CCCC1
HOMO-LUMO gap, hartree: 0.2906

Cartesian coordinates (Å):
C 1.602 2.886 1.455
N 1.035 2.256 0.228
C 0.268 3.378 -0.446
C 0.658 3.336 -1.919
C 1.948 2.469 -2.021
C 2.248 1.931 -0.624
H 2.318 2.182 1.898
H 2.146 3.817 1.175
H 0.760 3.126 2.111
H -0.809 3.286 -0.228
H 0.612 4.359 -0.018
H -0.155 2.913 -2.527
H 0.846 4.369 -2.251
H 1.827 1.652 -2.745
H 2.800 3.095 -2.329
H 3.127 2.485 -0.221
H 2.475 0.859 -0.570
C 3.506 -4.615 -1.117
N 2.333 -4.406 -0.295
C 1.527 -5.612 -0.192
C 1.795 -3.117 -0.165
C 0.661 -2.709 -0.905
C 0.109 -1.443 -0.703
C 0.645 -0.596 0.311
C -0.016 0.624 0.828
C -1.423 0.644 0.812
C -2.002 1.819 1.494
O -1.351 2.724 1.985
O -3.361 1.879 1.640
C -4.097 0.934 0.834
C -5.544 1.049 1.300
C -3.986 1.260 -0.649
O -3.640 -0.379 1.126
C -2.286 -0.585 1.007
O -1.884 -1.710 1.197
C 1.814 -0.976 0.996
C 2.384 -2.217 0.768
H 4.093 -3.691 -1.186
H 4.105 -5.417 -0.659
H 3.201 -4.931 -2.135
H 0.703 -5.483 0.519
H 1.119 -5.922 -1.170
H 2.174 -6.425 0.167
H 0.211 -3.417 -1.622
H -0.743 -1.118 -1.317
H 0.368 0.980 1.839
H -5.607 0.819 2.367
H -5.876 2.077 1.135
H -6.165 0.350 0.735
H -2.955 1.177 -1.022
H -4.626 0.554 -1.200
H -4.346 2.288 -0.800
H 2.214 -0.279 1.741
H 3.241 -2.532 1.368

Atom charges from the natural (NBO) analysis, given in e for atoms 1 to 4: -0.436 -0.327 -0.220 -0.424

Energies in hartree, measured from the most stable structure: w 0.6638; x 0.0000; y 0.1459.